Entry 1:
Below is a single C22H24N2O8 molecule, with properties calculated with the ωB97M-V functional and the def2-TZVPD basis.

Results
**LUMO level**: -0.546 eV
**SMILES**: CN(C)[C@H]1C(=O)C(C(N)=O)=C(O)[C@]2(O)C(=O)C3=C(O)c4c(O)cccc4[C@](C)(O)[C@H]3C[C@H]12
**Net charge**: 0
**DFT total energy**: -1564.2506 Eh
**Orbital gap**: 0.2946 Ha
**F_max**: 0.665 eV/A

Each line ends with the natural charge from an NBO analysis.
Positions of all 56 atoms, in Å:
C 2.670 3.106 0.567  -0.41
N 2.558 1.790 -0.011  -0.44
C 2.392 1.811 -1.440  -0.39
C 1.791 0.834 0.755  -0.15
C 2.689 0.384 1.923  0.65
O 3.900 0.412 1.771  -0.60
C 2.050 -0.070 3.144  -0.48
C 2.841 -0.482 4.329  0.68
N 4.168 -0.464 4.221  -0.79
O 2.283 -0.828 5.384  -0.68
C 0.683 -0.127 3.264  0.61
O 0.068 -0.479 4.359  -0.66
C -0.227 0.205 2.109  0.07
O -1.486 0.641 2.584  -0.70
C -0.504 -1.085 1.306  0.54
O -0.461 -2.175 1.897  -0.63
C -0.909 -0.948 -0.054  -0.26
C -1.346 -2.069 -0.734  0.46
O -1.376 -3.269 -0.155  -0.69
C -1.788 -1.973 -2.116  -0.19
C -1.924 -3.107 -2.943  0.37
O -1.675 -4.359 -2.535  -0.66
C -2.317 -2.945 -4.274  -0.28
C -2.605 -1.696 -4.773  -0.14
C -2.502 -0.577 -3.956  -0.26
C -2.087 -0.705 -2.647  0.02
C -2.022 0.520 -1.749  0.25
C -3.353 0.639 -0.997  -0.63
O -1.884 1.706 -2.504  -0.71
C -0.807 0.352 -0.809  -0.25
C -0.614 1.560 0.104  -0.41
C 0.391 1.286 1.222  -0.22
H 3.520 3.612 0.110  0.21
H 2.861 3.020 1.635  0.20
H 1.775 3.730 0.412  0.16
H 3.255 2.318 -1.874  0.20
H 1.487 2.341 -1.779  0.15
H 2.375 0.792 -1.823  0.20
H 1.683 -0.069 0.139  0.23
H 4.723 -0.745 5.011  0.40
H 4.581 -0.173 3.338  0.44
H 0.814 -0.720 5.038  0.52
H -1.655 0.177 3.418  0.50
H -1.034 -3.147 0.789  0.53
H -1.481 -4.365 -1.581  0.51
H -2.399 -3.831 -4.883  0.23
H -2.920 -1.585 -5.799  0.22
H -2.754 0.402 -4.335  0.23
H -3.430 1.625 -0.551  0.23
H -3.423 -0.119 -0.224  0.22
H -4.173 0.517 -1.699  0.22
H -1.087 1.643 -3.043  0.47
H 0.069 0.272 -1.472  0.21
H -0.317 2.423 -0.490  0.23
H -1.560 1.801 0.590  0.24
H 0.493 2.191 1.829  0.23


Entry 2:
Below is a 4-piece molecular cluster, C34H44F9N3O12 overall in a non-equilibrium geometry, with properties calculated with the ωB97M-V functional and the def2-TZVPD basis.

Results
**LUMO level**: -0.413 eV
**SMILES**: [H]/N=C/Cc1c(NCCCC)c(CC(=O)OC(C)=O)c(COCCC)c2c1C(=O)NC2=O.CCOC(=O)C(F)(F)F.CCOC(=O)C(F)(F)F.CCOC(=O)C(F)(F)F
**Net charge**: 0
**DFT total energy**: -3287.8700 Eh
**Orbital gap**: 0.3033 Ha
**F_max**: 2.521 eV/A

Each line ends with the Mulliken charge.
Positions of all 102 atoms, in Å:
H 8.623 -5.446 3.574  0.25
N 8.280 -5.058 2.686  -0.47
C 7.805 -3.890 2.898  -0.18
C 7.172 -3.054 1.719  -1.62
C 5.899 -3.854 1.280  0.39
C 4.549 -3.603 1.844  0.17
N 4.374 -2.552 2.804  -0.14
C 3.652 -1.397 2.165  -0.34
C 4.622 -0.384 1.471  -0.13
C 3.939 0.618 0.457  -0.31
C 2.377 0.501 0.350  -0.94
C 3.417 -4.446 1.400  0.40
C 1.987 -4.286 1.971  -0.47
C 2.001 -4.858 3.448  0.24
O 2.957 -4.848 4.154  -0.44
O 0.756 -5.413 3.877  -0.36
C 0.750 -6.809 3.673  0.72
C -0.111 -7.444 2.538  -0.90
O 1.418 -7.500 4.390  -0.49
C 3.644 -5.482 0.377  1.07
C 2.456 -6.370 -0.154  -1.33
O 1.559 -5.471 -0.818  -0.19
C 1.533 -5.691 -2.232  -0.27
C 1.058 -4.370 -2.952  -0.55
C -0.208 -3.731 -2.288  -0.94
C 4.965 -5.705 -0.184  -0.33
C 6.089 -4.882 0.273  0.34
C 7.367 -5.360 -0.469  0.11
O 8.511 -5.045 -0.309  -0.50
N 6.861 -6.338 -1.419  -0.34
C 5.466 -6.694 -1.256  0.26
O 4.904 -7.561 -1.870  -0.53
H 7.835 -3.486 3.941  0.37
H 6.912 -2.019 2.030  0.36
H 7.905 -3.088 0.883  0.58
H 5.270 -2.241 3.171  0.58
H 2.906 -1.856 1.482  0.01
H 3.155 -0.868 3.023  0.21
H 5.202 0.225 2.214  0.34
H 5.375 -0.973 0.890  0.01
H 4.184 1.687 0.682  0.15
H 4.364 0.427 -0.559  0.21
H 2.158 -0.458 -0.199  0.18
H 1.899 1.306 -0.279  0.27
H 1.862 0.414 1.333  0.29
H 1.209 -4.868 1.434  0.21
H 1.631 -3.234 2.040  0.41
H -0.946 -8.017 2.995  0.38
H -0.476 -6.701 1.795  0.24
H 0.542 -8.173 2.002  0.27
H 1.979 -6.828 0.750  -0.15
H 2.863 -7.151 -0.832  0.73
H 0.785 -6.478 -2.497  0.28
H 2.569 -5.918 -2.582  0.23
H 0.786 -4.575 -4.022  0.34
H 1.896 -3.625 -3.008  0.28
H -0.587 -2.868 -2.899  0.36
H -1.058 -4.462 -2.268  0.29
H -0.011 -3.303 -1.273  0.13
H 7.040 -5.852 -2.305  0.30
C -1.133 6.249 -0.511  -0.84
C -0.276 5.965 0.705  -0.41
O 0.751 5.006 0.397  -0.30
C 1.847 5.492 -0.189  0.20
O 2.023 6.640 -0.468  -0.53
C 2.865 4.374 -0.411  1.06
F 2.298 3.258 -0.903  -0.27
F 3.474 4.026 0.735  -0.27
F 3.830 4.722 -1.264  -0.26
H -1.540 5.323 -0.918  0.31
H -1.950 6.909 -0.253  0.23
H -0.546 6.716 -1.304  0.40
H -0.887 5.522 1.491  0.34
H 0.160 6.880 1.112  0.32
C -6.812 9.933 -0.132  -1.35
C -7.247 8.720 -0.930  -0.05
O -6.112 7.915 -1.289  -0.27
C -5.676 7.072 -0.354  0.18
O -6.154 6.948 0.735  -0.53
C -4.504 6.251 -0.890  1.13
F -3.613 7.006 -1.562  -0.29
F -4.914 5.300 -1.742  -0.26
F -3.827 5.625 0.085  -0.26
H -6.055 10.499 -0.678  0.33
H -7.663 10.584 0.071  0.39
H -6.367 9.638 0.820  0.33
H -7.709 9.040 -1.862  0.39
H -7.986 8.128 -0.391  0.26
C -9.016 1.585 -1.687  -1.09
C -10.037 2.295 -2.553  -0.20
O -10.154 3.677 -2.175  -0.33
C -9.235 4.500 -2.684  0.34
O -8.345 4.168 -3.410  -0.51
C -9.509 5.936 -2.241  0.97
F -9.809 6.019 -0.935  -0.27
F -10.546 6.468 -2.907  -0.28
F -8.461 6.740 -2.446  -0.25
H -9.259 1.709 -0.630  0.30
H -8.988 0.520 -1.921  0.37
H -8.018 1.999 -1.837  0.31
H -11.020 1.850 -2.404  0.32
H -9.798 2.203 -3.613  0.31